Molecular formula: C18H21N3OS
Method: DFT, the ωB97M-V functional and the def2-TZVPD basis

Positions of all 44 atoms, in Å:
C 5.487 1.018 -1.443
H 6.511 0.681 -1.595
O 4.956 0.185 -0.442
C 3.675 0.399 -0.028
C 2.817 1.359 -0.548
C 1.528 1.481 -0.055
C 1.069 0.642 0.954
C 1.943 -0.304 1.492
C 3.224 -0.425 1.007
H 3.905 -1.155 1.414
H 1.602 -0.944 2.292
N -0.222 0.744 1.473
C -1.345 1.273 0.898
N -1.571 1.088 -0.422
C -2.675 1.766 -1.066
H -2.299 2.277 -1.959
C -3.786 0.784 -1.435
C -3.218 -0.432 -2.188
C -1.732 -0.249 -2.478
H -1.327 -1.153 -2.936
H -1.589 0.569 -3.185
C -0.930 0.033 -1.194
C -0.779 -1.250 -0.412
C 0.330 -2.061 -0.622
C 0.437 -3.258 0.063
C -0.579 -3.603 0.941
N -1.637 -2.840 1.153
C -1.733 -1.698 0.497
H -2.611 -1.110 0.728
H -0.549 -4.526 1.504
H 1.290 -3.903 -0.077
H 1.104 -1.752 -1.312
H 0.079 0.358 -1.498
H -3.747 -0.579 -3.131
H -3.352 -1.338 -1.596
H -4.282 0.462 -0.520
H -4.523 1.310 -2.041
H -3.057 2.518 -0.374
S -2.414 2.053 1.900
H -0.297 0.659 2.479
H 0.883 2.260 -0.436
H 3.138 2.030 -1.329
H 5.495 2.067 -1.132
H 4.933 0.922 -2.384

Values from the calculation:
- E_tot (eV) = -36359.9034
- 2S+1 = 1
- orbital gap (eV) = 8.333
- relative energy (zero: lowest compared OMol25 entry of this formula, charge and spin) (kJ/mol) = 159.78

Results of the natural (NBO) charge analysis, in e, for atoms 1 through 2: -0.25, 0.20